Record 1
A molecular structure, C13H19NSc in a non-equilibrium geometry. Source: the OMol25 dataset; level of theory: ωB97M-V with the def2-TZVPD basis set.

As for the molecular weight: 234.26 g/mol. As for the charge: -1. The HOMO-LUMO gap comes out at 5.12 eV. For the calculated total energy, the calculation gives -35975.978 eV. For the highest occupied orbital energy, the calculation gives -2.0 eV.

Cartesian coordinates (Å):
C -0.3599 2.0043 -3.4063
C -0.4042 3.1674 -2.5880
C -1.4408 2.9981 -1.6255
C -2.0358 1.7250 -1.8472
C -1.3660 1.1068 -2.9439
Sc 0.2274 1.2472 -1.2192
N 1.0826 -0.2048 -1.5753
C 2.6687 1.4488 -0.7401
C 2.0684 2.6860 -0.7292
H -1.7177 3.7131 -0.8483
H 0.2292 4.0500 -2.6926
H -2.8437 1.2826 -1.2628
H -1.5787 0.1175 -3.3505
H 0.3362 1.8162 -4.2255
H 2.1980 3.3765 -1.5676
H 3.2897 1.1262 -1.5806
H 1.6299 -0.9873 -1.9539
H 1.6143 3.0769 0.1880
H 2.7078 0.8322 0.1614
C -0.0048 -1.6071 3.4982
C -0.3963 -2.1733 2.1246
C 0.4945 -3.3769 1.7806
C -1.8723 -2.5998 2.1348
C -0.1998 -1.0955 1.0710
C -0.0312 -0.1709 0.1671
H -0.1387 -2.3755 4.2902
H -0.6359 -0.7279 3.7529
H 1.0590 -1.2845 3.4991
H 0.3713 -4.1828 2.5361
H 0.2276 -3.7880 0.7827
H 1.5650 -3.0772 1.7591
H -2.5278 -1.7335 2.3714
H -2.1700 -3.0009 1.1416
H -2.0458 -3.3891 2.8978

Let us look at the Löwdin charges, expressed in e, one per atom:
1 C -0.201
2 C -0.218
3 C -0.195
4 C -0.201
5 C -0.208
6 Sc 0.392
7 N -0.184
8 C -0.140
9 C -0.187
10 H 0.093
11 H 0.091
12 H 0.099
13 H 0.100
14 H 0.096
15 H 0.047
16 H 0.060
17 H -0.021
18 H 0.058
19 H 0.062
20 C -0.095
21 C -0.676
22 C -0.098
23 C -0.093
24 C -0.122
25 C -0.159
26 H 0.071
27 H 0.081
28 H 0.080
29 H 0.068
30 H 0.083
31 H 0.081
32 H 0.082
33 H 0.083
34 H 0.071

---

Record 2
A single C6H5N molecule in a non-equilibrium geometry. Source: the OMol25 dataset; level of theory: ωB97M-V with the def2-TZVPD basis set.

As for the molecular weight: 91.11 g/mol. As for the charge: 0. The HOMO-LUMO gap (spin up / spin down) comes out at 6.43 / 6.43 eV. For the calculated total energy, the calculation gives -7785.895 eV. For the highest occupied orbital energy (spin up / spin down), the calculation gives -7.7 / -7.7 eV. The energy above the lowest of the compared OMol25 structures with the same formula, charge and spin comes out at 569.2 kJ/mol.

Cartesian coordinates (Å):
C -1.4273 -1.3369 -0.0481
C -1.8461 0.0036 0.0604
C -0.0359 -1.2390 -0.0658
C 0.3629 0.0786 -0.0290
C 2.5358 -0.7356 0.1201
C 1.7884 0.3156 -0.0792
N -0.7649 0.8177 0.0579
H -1.8869 -2.3102 -0.0785
H -2.7537 0.5052 0.2587
H 3.5279 -0.9967 0.3067
H 2.3735 1.1927 -0.2854
H -1.0074 1.7863 -0.1403

Let us look at the Löwdin charges, expressed in e, one per atom:
1 C -0.092
2 C -0.134
3 C 0.050
4 C -0.357
5 C 0.198
6 C -0.166
7 N 0.037
8 H 0.083
9 H 0.095
10 H 0.024
11 H 0.101
12 H 0.162

---

Record 3
A single C6H6S2 molecule in a non-equilibrium geometry. Source: the OMol25 dataset; level of theory: ωB97M-V with the def2-TZVPD basis set.

Its SMILES is S=C1C=CCSC=C1. As for the molecular weight: 142.25 g/mol. As for the charge: 0. The HOMO-LUMO gap comes out at 7.08 eV. For the calculated total energy, the calculation gives -27986.351 eV. For the highest occupied orbital energy, the calculation gives -8.0 eV. The energy above the lowest of the compared OMol25 structures with the same formula, charge and spin comes out at 200.3 kJ/mol.

Cartesian coordinates (Å):
S 2.8104 -0.0149 0.0404
C 1.1330 0.1170 -0.0260
C 0.4741 -1.1177 -0.4681
C -0.7033 -1.6717 -0.0532
C -1.6599 -1.0033 0.8054
S -2.1450 0.3898 -0.2930
C -0.8454 1.5941 -0.1755
C 0.4038 1.3374 0.3993
H 1.3928 -1.5235 -1.1090
H -0.9206 -2.5873 -0.8139
H -1.2002 -0.7051 1.6629
H -2.6178 -1.5110 1.0858
H -1.2165 2.6374 -0.3671
H 1.1020 2.1566 0.6914

Let us look at the Löwdin charges, expressed in e, one per atom:
1 S 0.653
2 C -0.777
3 C -0.223
4 C -0.207
5 C -0.428
6 S 0.928
7 C -0.366
8 C -0.182
9 H 0.103
10 H 0.161
11 H 0.056
12 H 0.102
13 H 0.081
14 H 0.098

---

Record 4
2 unconnected molecules or ions with the total composition C3H4OS in a non-equilibrium geometry. Source: the OMol25 dataset; level of theory: ωB97M-V with the def2-TZVPD basis set.

As for the multiplicity: 3. As for the molecular weight: 88.13 g/mol. Its expectation value of S² is 2.008. As for the charge: 0. The HOMO-LUMO gap (spin up / spin down) comes out at 7.60 / 8.63 eV. For the calculated total energy, the calculation gives -16053.156 eV. For the highest occupied orbital energy (spin up / spin down), the calculation gives -6.8 / -9.5 eV. The energy above the lowest of the compared OMol25 structures with the same formula, charge and spin comes out at 204.5 kJ/mol.

Cartesian coordinates (Å):
C 1.9545 -0.3545 0.1207
C -1.2846 0.0382 -0.5690
C -0.5917 0.1419 0.7144
O 2.5638 0.5393 -0.3401
S -1.0372 1.7064 0.1313
H 2.2716 -1.3709 0.3670
H -0.6951 -0.1463 -1.4575
H -2.3146 -0.2994 -0.6372
H -0.8668 -0.2547 1.6704

Let us look at the Löwdin charges, expressed in e, one per atom:
1 C -0.076
2 C -0.467
3 C -0.524
4 O 0.040
5 S 0.805
6 H 0.059
7 H 0.054
8 H 0.062
9 H 0.047

---

Record 5
6 unconnected molecules or ions with the total composition C38H46ClFN4O20P2S in a non-equilibrium geometry. Source: the OMol25 dataset; level of theory: ωB97M-V with the def2-TZVPD basis set.

Its SMILES is C#Cc1c2c(c(P(=N)(O)O)c(Cl)c1P(O)O)Nc1c(N=C=O)c(CCCCCN)cc(CCCF)c1S2.O=C1OCCO1.O=C1OCCO1.O=C1OCCO1.O=C1OCCO1.O=C1OCCO1. As for the molecular weight: 1027.26 g/mol. As for the charge: 0. The HOMO-LUMO gap comes out at 7.04 eV. For the calculated total energy, the calculation gives -131708.169 eV. For the highest occupied orbital energy, the calculation gives -7.7 eV. The energy above the lowest of the compared OMol25 structures with the same formula, charge and spin comes out at 749.5 kJ/mol.

Cartesian coordinates (Å):
C 0.8838 -5.4233 4.9318
C -0.1436 -5.3266 4.2669
C -1.2976 -4.8808 3.3270
C -1.0078 -4.3040 1.9767
C -2.0818 -3.8230 1.0060
C -3.5556 -3.9540 1.4212
P -4.8681 -3.4250 0.2211
N -6.3266 -3.9227 0.5458
O -4.8988 -1.7237 0.2380
O -4.5199 -3.9744 -1.3540
C -3.8419 -4.5155 2.8062
Cl -5.5243 -4.6752 3.4470
C -2.7452 -4.9833 3.7562
P -3.2049 -5.6384 5.4557
O -3.3625 -7.3298 5.4302
O -2.0898 -5.1086 6.6262
N -1.6737 -3.2814 -0.2741
C -0.6917 -2.2095 -0.1646
C -0.8812 -0.8396 -0.7950
N -2.1478 -0.5864 -1.5592
C -1.9693 -1.1791 -2.6720
O -1.8174 -1.9687 -3.5388
C 0.1426 0.2597 -0.6721
C -0.0065 1.7157 -1.2653
C -0.6094 1.7877 -2.7373
C -0.0630 3.1021 -3.4917
C -1.2294 4.1887 -3.7468
C -2.0194 3.9037 -5.1295
N -3.2852 3.1604 -4.8841
C 1.4324 -0.0396 0.0869
C 1.6762 -1.3710 0.7359
C 2.9839 -1.7541 1.5576
C 4.2823 -0.9606 1.0907
C 4.7761 -1.5295 -0.3261
F 5.7843 -2.5245 -0.0151
C 0.6059 -2.4183 0.6049
S 0.7327 -4.0910 1.3879
H 1.7938 -5.2891 5.5816
H -6.9543 -3.1189 0.7108
H -5.7036 -1.5142 -0.2894
H -4.6807 -4.9386 -1.4104
H -3.9814 -7.5247 6.1691
H -1.5723 -5.9000 6.9289
H -2.4550 -2.8839 -0.8095
H 1.0426 2.1671 -1.2711
H -0.6031 2.3713 -0.5442
H -0.3741 0.8373 -3.3254
H -1.7434 1.8869 -2.6550
H 0.3782 2.7894 -4.4913
H 0.7090 3.6188 -2.8286
H -1.9176 4.2671 -2.8534
H -0.7155 5.2067 -3.8390
H -1.2904 3.2922 -5.7598
H -2.1942 4.9207 -5.6217
H -3.5837 3.3143 -3.9116
H -3.0573 2.1525 -4.9256
H 2.2132 0.7744 0.1956
H 3.1815 -2.8699 1.5720
H 2.7734 -1.4488 2.6367
H 4.0298 0.1395 1.0269
H 5.1070 -1.0910 1.8597
H 3.9125 -1.9665 -0.9181
H 5.2879 -0.6641 -0.8580
O -4.2702 4.9821 -2.4552
C -3.9913 6.1382 -2.5694
O -4.8310 7.1619 -2.2597
C -4.0673 8.3620 -2.3108
C -2.9360 8.0011 -3.2283
O -2.7952 6.5991 -3.0257
H -4.6673 9.1882 -2.6922
H -3.7268 8.6073 -1.3013
H -3.1739 8.1840 -4.2796
H -2.0130 8.5244 -2.9782
O 7.6287 3.3909 -1.0222
C 8.0212 2.3434 -1.4377
O 9.3333 2.0227 -1.6023
C 9.3925 0.6298 -1.8935
C 8.0321 0.3457 -2.4528
O 7.2101 1.3118 -1.8103
H 10.1867 0.4134 -2.6061
H 9.5862 0.0827 -0.9662
H 7.9831 0.5032 -3.5339
H 7.6920 -0.6656 -2.2259
O -9.2001 9.1018 1.1000
C -8.8044 8.0572 0.6829
O -7.4896 7.7440 0.5147
C -7.4235 6.3529 0.2223
C -8.7850 6.0594 -0.3354
O -9.6088 7.0225 0.3120
H -6.6267 6.1436 -0.4920
H -7.2238 5.8067 1.1483
H -8.8379 6.2175 -1.4161
H -9.1191 5.0466 -0.1096
O 11.7634 0.8798 -4.0326
C 11.3665 0.0413 -4.7855
O 10.2419 -0.7080 -4.5868
C 9.9908 -1.4155 -5.7964
C 11.3444 -1.4673 -6.4430
O 11.9784 -0.2917 -5.9526
H 9.5886 -2.4075 -5.5898
H 9.2638 -0.8542 -6.3895
H 11.9252 -2.3389 -6.1296
H 11.2876 -1.4527 -7.5315
O -0.3186 -6.5686 8.4068
C -1.1255 -6.4287 9.2791
O -2.3416 -7.0369 9.3036
C -2.9025 -6.8037 10.5904
C -2.1966 -5.5592 11.0428
O -0.9449 -5.6412 10.3706
H -3.9826 -6.6715 10.5256
H -2.6879 -7.6637 11.2306
H -2.7093 -4.6475 10.7249
H -2.0565 -5.5280 12.1234

These are the Löwdin partial charges, in e, on atoms 1 to 99:
1 C 0.113
2 C -0.103
3 C -0.175
4 C -0.342
5 C -0.164
6 C -0.171
7 P 0.606
8 N -0.226
9 O -0.201
10 O -0.204
11 C -0.529
12 Cl 0.589
13 C -0.298
14 P 0.859
15 O -0.307
16 O -0.320
17 N 0.066
18 C -0.133
19 C -0.104
20 N 0.136
21 C -0.281
22 O 0.185
23 C -0.102
24 C -0.158
25 C -0.200
26 C -0.188
27 C -0.206
28 C -0.261
29 N -0.022
30 C 0.025
31 C -0.181
32 C -0.183
33 C -0.168
34 C -0.144
35 F -0.120
36 C -0.340
37 S 0.949
38 H 0.075
39 H -0.010
40 H 0.074
41 H 0.082
42 H 0.049
43 H 0.018
44 H 0.075
45 H 0.105
46 H 0.133
47 H 0.109
48 H 0.097
49 H 0.102
50 H 0.102
51 H 0.088
52 H 0.100
53 H 0.107
54 H 0.101
55 H 0.034
56 H 0.060
57 H 0.102
58 H 0.094
59 H 0.127
60 H 0.097
61 H 0.122
62 H 0.126
63 H 0.108
64 O 0.146
65 C -0.536
66 O 0.057
67 C -0.121
68 C -0.118
69 O 0.036
70 H 0.138
71 H 0.138
72 H 0.138
73 H 0.138
74 O 0.156
75 C -0.549
76 O 0.076
77 C -0.126
78 C -0.137
79 O 0.046
80 H 0.091
81 H 0.141
82 H 0.129
83 H 0.131
84 O 0.160
85 C -0.553
86 O 0.059
87 C -0.130
88 C -0.129
89 O 0.062
90 H 0.120
91 H 0.136
92 H 0.136
93 H 0.135
94 O 0.167
95 C -0.535
96 O 0.032
97 C -0.123
98 C -0.126
99 O 0.074

---

Record 6
A single C16H23N3O3 molecule in a non-equilibrium geometry. Source: the OMol25 dataset; level of theory: ωB97M-V with the def2-TZVPD basis set.

Its SMILES is CC(C)N1CCC(NC(=O)Nc2ccc3c(c2)OCO3)CC1. As for the molecular weight: 305.38 g/mol. As for the charge: 0. The HOMO-LUMO gap comes out at 8.58 eV. For the calculated total energy, the calculation gives -27578.471 eV. For the highest occupied orbital energy, the calculation gives -7.9 eV. The energy above the lowest of the compared OMol25 structures with the same formula, charge and spin comes out at 181.3 kJ/mol.

Cartesian coordinates (Å):
C 4.1660 -0.4569 -4.5695
C 2.9756 -1.4218 -4.5675
C 2.1866 -1.2084 -5.8579
N 2.1976 -1.1910 -3.3452
C 2.7867 -1.8824 -2.2115
C 2.1841 -1.3795 -0.9041
C 0.6772 -1.6302 -0.9039
N 0.0455 -1.1168 0.2924
C -0.4070 -1.9360 1.2723
O -0.3735 -3.1479 1.2186
N -0.9180 -1.3111 2.3984
C -1.2421 0.0214 2.6402
C -1.1289 0.5071 3.9415
C -1.4560 1.8179 4.2716
C -1.8940 2.6313 3.2557
C -2.0294 2.1483 1.9541
C -1.7241 0.8536 1.6169
O -2.5035 3.1454 1.1453
C -2.6710 4.2730 1.9795
O -2.2765 3.9491 3.2942
C 0.0822 -0.9797 -2.1501
C 0.7803 -1.4966 -3.4073
H 4.7775 -0.6168 -5.4539
H 3.7999 0.5662 -4.5731
H 4.7943 -0.5908 -3.6942
H 3.3565 -2.4610 -4.5783
H 1.3999 -1.9485 -5.9784
H 2.8654 -1.3037 -6.7023
H 1.7521 -0.2121 -5.8810
H 3.8621 -1.7011 -2.2010
H 2.6287 -2.9751 -2.2862
H 2.6516 -1.8898 -0.0606
H 2.3726 -0.3074 -0.8153
H 0.4811 -2.7074 -0.9094
H 0.1756 -0.1384 0.4947
H -1.0381 -1.9471 3.1741
H -0.7793 -0.1566 4.7172
H -1.3665 2.1826 5.2805
H -1.8905 0.4897 0.6177
H -3.7299 4.5785 1.9755
H -2.0536 5.1040 1.6025
H -0.9863 -1.1914 -2.2128
H 0.2214 0.1016 -2.0900
H 0.3398 -0.9956 -4.2678
H 0.5977 -2.5835 -3.5010

Let us look at the Löwdin charges, expressed in e, one per atom:
1 C -0.062
2 C -0.426
3 C -0.074
4 N -0.143
5 C -0.193
6 C -0.119
7 C -0.324
8 N 0.104
9 C -0.546
10 O 0.060
11 N 0.125
12 C -0.245
13 C -0.028
14 C 0.009
15 C -0.210
16 C -0.197
17 C 0.057
18 O 0.039
19 C -0.159
20 O 0.031
21 C -0.123
22 C -0.198
23 H 0.074
24 H 0.082
25 H 0.061
26 H 0.141
27 H 0.072
28 H 0.078
29 H 0.084
30 H 0.110
31 H 0.132
32 H 0.121
33 H 0.122
34 H 0.150
35 H 0.130
36 H 0.150
37 H 0.111
38 H 0.119
39 H 0.125
40 H 0.140
41 H 0.140
42 H 0.119
43 H 0.121
44 H 0.107
45 H 0.134